Entry from the Open Molecules 2025 dataset: the ion C4H11N2S with charge -1 in a non-equilibrium geometry (ωB97M-V with the def2-TZVPD basis set).

The total charge is -1. As for the energy above the lowest of the compared OMol25 structures with the same formula, charge and spin: 0.792 eV. The calculation puts the LUMO energy at 3.76 eV. The HOMO-LUMO gap comes out at 6.27 eV. Its SMILES is CN[C@H](CN)C[S-]. The total energy is -666.7174 a.u.

CARTESIAN COORDINATES (ANGSTROEM)
1 C -2.14 -0.26 -1.85
2 N -1.14 -1.07 -1.13
3 C -0.18 -0.24 -0.36
4 C -0.78 0.31 0.94
5 S 0.47 1.36 1.81
6 C 1.13 -1.04 -0.21
7 N 2.36 -0.31 -0.55
8 H -1.62 0.59 -2.29
9 H -2.54 -0.90 -2.64
10 H -3.00 0.08 -1.28
11 H -1.59 -1.76 -0.56
12 H 0.06 0.65 -0.95
13 H -1.09 -0.54 1.54
14 H -1.65 0.92 0.70
15 H 1.00 -1.91 -0.85
16 H 1.31 -1.39 0.81
17 H 2.23 0.61 -0.14
18 H 2.45 -0.15 -1.54

***

Entry from the Open Molecules 2025 dataset: the ion C4H11N2S with charge -1 in a non-equilibrium geometry (ωB97M-V with the def2-TZVPD basis set).

The total charge is -1. As for the energy above the lowest of the compared OMol25 structures with the same formula, charge and spin: 2.534 eV. The calculation puts the LUMO energy at 3.28 eV. The HOMO-LUMO gap comes out at 5.41 eV. Its SMILES is NCCNCC[S-]. The total energy is -666.6535 a.u.

CARTESIAN COORDINATES (ANGSTROEM)
1 C -1.71 -0.50 0.89
2 N -0.49 0.05 0.53
3 C -0.10 0.68 -0.74
4 C 1.46 0.36 -1.15
5 S 2.03 1.33 -2.53
6 C -1.75 -1.76 1.82
7 N -1.16 -1.23 3.14
8 H -2.25 0.33 1.49
9 H -2.17 -0.91 0.15
10 H 0.07 0.43 1.35
11 H -0.25 1.79 -0.78
12 H -0.69 0.27 -1.61
13 H 1.74 -0.73 -1.34
14 H 1.92 0.55 -0.19
15 H -1.28 -2.60 1.37
16 H -2.83 -2.01 2.10
17 H -0.73 -1.94 3.67
18 H -1.91 -0.77 3.68

***

Entry from the Open Molecules 2025 dataset: a structure of composition C4H11N2S2 in a non-equilibrium geometry (ωB97M-V with the def2-TZVPD basis set).

The total charge is +1. As for the energy above the lowest of the compared OMol25 structures with the same formula, charge and spin: 2.498 eV. The calculation puts the LUMO energy (alpha / beta) at -4.92 / -4.91 eV. The HOMO-LUMO gap (alpha / beta) comes out at 6.49 / 6.50 eV. The total energy is -1064.5414 a.u.

CARTESIAN COORDINATES (ANGSTROEM)
1 C -0.75 -0.11 -0.61
2 C -0.77 -1.56 1.42
3 C 1.68 1.41 0.72
4 C -0.09 -1.00 0.24
5 N -1.89 0.56 -0.40
6 N -0.12 0.13 -1.82
7 S 2.83 0.71 -0.30
8 S 1.37 -1.58 -0.52
9 H -1.67 -1.69 0.98
10 H -0.62 -0.92 2.35
11 H -0.41 -2.53 1.68
12 H 0.89 1.88 0.13
13 H 1.81 1.75 1.78
14 H -2.38 0.45 0.45
15 H -2.34 0.97 -1.26
16 H 0.06 -0.62 -2.53
17 H -0.22 1.05 -2.33
18 H 2.16 0.93 -1.48
19 H 1.84 -2.36 0.50

***

Entry from the Open Molecules 2025 dataset: an isolated molecule of C4H11N3 in a non-equilibrium geometry (ωB97M-V with the def2-TZVPD basis set).

As for the energy above the lowest of the compared OMol25 structures with the same formula, charge and spin: 4.434 eV. The calculation puts the LUMO energy at 1.02 eV. The HOMO-LUMO gap comes out at 9.33 eV. Its SMILES is [H]/N=C/[C@@H](C)N(C)N. The total energy is -323.1436 a.u.

CARTESIAN COORDINATES (ANGSTROEM)
1 C -0.39 -0.50 1.38
2 C 1.06 -1.56 -0.48
3 C -0.89 0.69 -1.14
4 C 0.83 -0.22 0.25
5 N -1.12 -1.48 1.28
6 N 0.69 2.10 0.07
7 N 0.43 0.89 -0.62
8 H -0.71 0.25 2.07
9 H 0.38 -1.77 -1.17
10 H 1.20 -2.45 0.29
11 H 1.89 -1.37 -1.16
12 H -0.97 1.40 -1.98
13 H -1.13 -0.24 -1.29
14 H -1.65 1.11 -0.52
15 H 1.78 -0.18 0.86
16 H -1.83 -1.68 1.97
17 H 0.37 2.75 -0.63
18 H 0.08 2.26 0.82

***

Entry from the Open Molecules 2025 dataset: a structure of composition C4H11N3 in a non-equilibrium geometry (ωB97M-V with the def2-TZVPD basis set).

As for the energy above the lowest of the compared OMol25 structures with the same formula, charge and spin: 2.874 eV. The calculation puts the LUMO energy at 1.04 eV. The HOMO-LUMO gap comes out at 9.63 eV. The total energy is -323.2009 a.u.

CARTESIAN COORDINATES (ANGSTROEM)
1 C -0.71 -0.13 -0.37
2 C -0.88 -1.58 0.07
3 C -1.86 0.41 -1.19
4 C 1.13 0.59 0.84
5 N 1.57 1.45 1.83
6 N 1.94 -0.25 0.21
7 N -0.13 0.75 0.45
8 H 0.45 -0.41 -1.48
9 H 0.98 2.25 1.98
10 H 2.56 1.62 1.91
11 H 1.29 -0.47 -0.98
12 H 2.93 -0.09 0.33
13 H -1.70 -1.62 0.79
14 H -2.75 0.49 -0.56
15 H 0.03 -1.95 0.53
16 H -1.14 -2.22 -0.78
17 H -1.62 1.41 -1.56
18 H -2.10 -0.25 -2.02

***

Entry from the Open Molecules 2025 dataset: a cluster of 2 separate species, C4H11N3 in total in a non-equilibrium geometry (ωB97M-V with the def2-TZVPD basis set).

As for the energy above the lowest of the compared OMol25 structures with the same formula, charge and spin: 7.455 eV. The calculation puts the LUMO energy at -2.65 eV. The HOMO-LUMO gap comes out at 4.24 eV. The total energy is -323.0326 a.u.

CARTESIAN COORDINATES (ANGSTROEM)
1 C -1.29 -0.49 -0.55
2 C -0.54 0.76 -0.16
3 C 0.84 0.43 0.29
4 C 1.65 -0.29 -0.63
5 N 2.86 -0.69 -0.23
6 N 1.35 0.74 1.46
7 N -3.88 -0.29 -0.14
8 H -1.20 -0.83 -1.57
9 H -1.23 -1.31 0.16
10 H -0.97 1.43 0.60
11 H -0.49 1.41 -1.04
12 H 1.32 -0.55 -1.63
13 H 2.96 -0.31 0.73
14 H 3.69 -0.49 -0.78
15 H -4.09 0.11 0.76
16 H 0.68 0.52 2.19
17 H -4.71 -0.59 -0.64
18 H -2.44 -0.24 -0.41

***

Entry from the Open Molecules 2025 dataset: an isolated molecule of C4H11N3O in a non-equilibrium geometry (ωB97M-V with the def2-TZVPD basis set).

As for the energy above the lowest of the compared OMol25 structures with the same formula, charge and spin: 8.405 eV. The calculation puts the LUMO energy at 1.00 eV. The HOMO-LUMO gap comes out at 9.24 eV. Its SMILES is CCCN1NON1C. The total energy is -398.2453 a.u.

CARTESIAN COORDINATES (ANGSTROEM)
1 C -0.08 -1.90 -1.85
2 C -1.59 1.92 1.62
3 C 0.99 -0.92 -1.49
4 C 0.79 0.38 -0.70
5 N 0.79 -0.23 1.59
6 N -0.20 1.60 1.39
7 N -0.04 0.14 0.47
8 O 0.42 0.87 2.41
9 H -0.43 -1.83 -2.84
10 H 0.36 -2.92 -1.72
11 H -1.01 -1.96 -1.11
12 H -2.05 1.09 1.98
13 H -1.49 2.80 2.19
14 H -2.07 2.06 0.58
15 H 1.51 -0.57 -2.35
16 H 1.68 -1.32 -0.74
17 H 1.78 0.64 -0.30
18 H 0.33 1.21 -1.17
19 H 0.32 -1.04 2.05

***

Entry from the Open Molecules 2025 dataset: a structure of composition C4H11N3O in a non-equilibrium geometry (ωB97M-V with the def2-TZVPD basis set).

As for the energy above the lowest of the compared OMol25 structures with the same formula, charge and spin: 3.928 eV. The calculation puts the LUMO energy at 0.76 eV. The HOMO-LUMO gap comes out at 9.11 eV. The total energy is -398.4098 a.u.

CARTESIAN COORDINATES (ANGSTROEM)
1 C 0.64 -0.43 0.86
2 N -0.14 0.33 1.62
3 C -0.67 -2.29 0.14
4 C -0.15 -3.49 0.01
5 H -0.35 0.14 2.59
6 H -0.68 1.07 1.17
7 H 0.06 -1.25 -0.09
8 H 1.28 -1.11 1.43
9 H -1.73 -2.09 0.31
10 H -0.75 -4.40 0.06
11 H 0.91 -3.63 -0.14
12 C 0.23 2.65 -1.03
13 N 1.34 1.86 -1.04
14 N -0.97 1.94 -0.84
15 O 0.24 3.86 -1.16
16 H -1.78 2.50 -1.07
17 H -0.99 1.02 -1.24
18 H 1.30 0.96 -0.55
19 H 2.21 2.36 -1.02